# C4H12NO2S

A cluster of 2 separate species, C4H12NO2S in total at a distorted geometry (ωB97M-V with the def2-TZVPD basis set, the OMol25 dataset).

Geometry as XYZ:
```
20
Properties=species:S:1:pos:R:3:forces:R:3:mulliken_charge:R:1
O -0.86496 -2.35036 0.81393 -0.543 -0.006 -0.222 -0.4311
C -0.52554 -1.23353 1.05916 2.330 0.566 1.394 -0.1424
C -0.22392 -0.17338 0.00175 -1.109 -1.258 -0.423 0.4156
C -1.41920 0.78501 -0.08801 -0.317 0.502 0.612 -1.0746
C -1.13449 2.19789 0.51793 -0.557 -2.024 0.196 -0.7245
S -0.07953 3.11491 -0.65470 -0.333 0.070 0.776 -0.1446
N -0.18746 -1.00704 -1.25191 0.640 -1.145 -1.372 -0.4390
H -0.10293 -0.91696 2.06144 -1.078 -0.311 -0.301 0.3415
H 0.79448 0.22739 0.21442 -0.854 -0.003 -0.543 0.3297
H -1.79485 0.89437 -1.10346 0.550 0.183 -0.344 0.4348
H -2.30026 0.30040 0.37016 0.406 0.187 0.422 0.4671
H -0.82975 2.05547 1.57875 0.644 0.449 -0.800 0.3525
H -2.13222 2.58266 0.66674 -0.090 1.014 -0.521 0.4026
H 1.03989 2.45809 -0.32838 0.114 0.113 0.004 0.1272
H -0.02793 -0.47242 -2.10834 0.088 0.262 0.159 0.3423
H -0.98677 -1.64418 -1.45512 -0.200 0.959 0.798 0.3687
H 0.54179 -1.73079 -1.20153 0.489 0.436 0.147 0.3546
H 3.76323 -2.37934 0.09956 0.019 0.106 0.078 0.3347
H 3.11880 -1.19088 0.84140 0.329 -0.158 0.085 0.3204
O 3.35162 -1.51729 -0.03382 -0.527 0.059 -0.143 -0.6354
```
Positions in Å, forces in eV/Å.

Computed properties:
Kohn-Sham gap	9.42	eV
total charge	+1
relative energy (zero: lowest compared OMol25 entry of this formula, charge and spin)	1.8789	eV
total energy	-20755.2646	eV